Record 1
The following is a quantum chemistry calculation of C16H18F7IN2O2SbTi as an isolated structure, from the Open Molecules 2025 dataset.

**Lowest unoccupied orbital energy (spin up / spin down)**: -0.0463 / -0.0463 Eh
**DFT total energy**: -2967.25883 Eh
**Expectation value of S²**: 0.791
**ΔE to the lowest compared entry with this formula, charge and spin**: 0.0 kcal/mol

The geometry in ORCA input format:
```
! RIJCOSX wB97M-V def2-TZVPD def2/J DEFGRID3
* xyz 0 2
Ti 0.46409 -1.17614 0.48505
N 2.10508 -1.20763 1.98259
C 3.23688 -2.05497 1.55426
C 3.57486 -1.63032 0.13985
N 2.33070 -1.71936 -0.63053
H 2.40889 -0.26559 2.20955
H 1.65104 -1.60165 2.80461
H 2.88445 -3.08590 1.56546
H 4.09089 -1.96095 2.22579
H 4.37465 -2.24241 -0.28038
H 3.91133 -0.59038 0.13191
H 2.08977 -2.68763 -0.84130
H 2.36066 -1.18208 -1.48883
F -3.03394 -2.57262 -3.96288
C -2.99112 -1.66542 -2.96639
C -3.47533 -2.02220 -1.71758
C -3.42569 -1.09706 -0.69949
C -2.89075 0.19858 -0.90901
C -2.81007 1.13244 0.13055
C -2.41659 0.51029 -2.20785
C -2.46525 -0.41148 -3.22999
H -3.87356 -3.01619 -1.56526
H -3.78235 -1.36231 0.28735
H -3.13932 0.88529 1.12938
H -2.40750 2.12103 -0.04751
H -2.00206 1.49450 -2.39118
H -2.10089 -0.18499 -4.22275
F -1.13650 -1.40654 1.23219
Sb -0.75065 -4.34596 1.38062
F 0.32103 -5.87502 1.75630
F -1.66937 -4.56081 3.08200
F 0.35987 -3.07808 2.40083
F -0.23149 -1.59685 -1.08623
F 0.86769 -3.61170 0.12392
I 0.41578 7.61144 -0.05537
C 0.48724 5.53607 0.11352
C 0.96775 4.78049 -0.94853
C 1.01184 3.40146 -0.83493
C 0.58111 2.78813 0.33623
C 0.09776 3.55108 1.39388
C 0.05002 4.93008 1.28481
C 0.61050 1.32137 0.45498
O 0.99494 0.58089 -0.50856
O 0.25298 0.72267 1.50465
H 1.30073 5.26407 -1.85608
H 1.37360 2.79503 -1.65432
H -0.24645 3.05811 2.29315
H -0.32725 5.52921 2.10153
*
```


Record 2
The following is a quantum chemistry calculation of C20H25AgN4O3 as an isolated structure, from the Open Molecules 2025 dataset.

**Lowest unoccupied orbital energy**: 0.0255 Eh
**DFT total energy**: -1368.85240 Eh

The geometry in ORCA input format:
```
! RIJCOSX wB97M-V def2-TZVPD def2/J DEFGRID3
* xyz 0 1
Ag 0.47136 -0.29152 -1.20729
O 3.02186 0.05933 -1.91227
C 3.31739 0.77585 -0.71926
C 3.65225 2.21807 -1.07723
C 2.65968 2.80918 -2.09318
C 1.28620 3.08316 -1.54147
C 0.99658 4.33605 -1.00386
C -0.28688 4.61494 -0.56875
C -1.26060 3.63732 -0.69774
C -0.89361 2.41695 -1.23345
N 0.35090 2.12967 -1.63258
H 3.01265 -0.88947 -1.70282
H 4.16380 0.31516 -0.19878
H 2.45933 0.77675 -0.03918
H 4.65370 2.26014 -1.51046
H 3.65512 2.81092 -0.15920
H 2.57294 2.11099 -2.92292
H 3.07237 3.74680 -2.46768
H 1.77596 5.08419 -0.93886
H -0.52474 5.58543 -0.15182
H -2.28062 3.81013 -0.38396
H -1.62197 1.62008 -1.34286
O -1.63624 -1.05219 -0.92006
C -2.55879 -0.61655 -0.14551
C -3.89933 -0.52907 -0.62617
C -4.94670 -0.11991 0.15916
C -4.73266 0.25017 1.49049
C -3.44918 0.20930 1.98459
C -2.35095 -0.20445 1.21289
C -1.02644 -0.21454 1.82417
N 0.16468 -0.20336 1.24114
C 1.10222 -0.18825 2.24719
C 0.49044 -0.19861 3.45900
N -0.85346 -0.22116 3.18058
H -4.06417 -0.81043 -1.65954
H -5.94577 -0.06985 -0.25835
H -5.55286 0.57709 2.11578
H -3.28884 0.54455 3.00370
H 2.16099 -0.16752 2.04439
H 0.88022 -0.19562 4.46164
H -1.59419 -0.23262 3.85519
C 0.38462 -4.63687 -1.52166
N 0.76525 -4.07813 -0.23681
C 0.02294 -4.52922 0.92464
C 1.55099 -3.00247 -0.17190
O 2.03221 -2.41881 -1.14398
H 0.50381 -5.72070 -1.49492
H 1.02699 -4.21865 -2.29020
H -0.65462 -4.39449 -1.75367
H -0.04432 -5.61632 0.91400
H -0.98594 -4.10901 0.92209
H 0.53005 -4.21146 1.83444
H 1.71538 -2.64095 0.85328
*
```


Record 3
The following is a quantum chemistry calculation of a 2-piece molecular cluster, C3H8FN3 overall at a distorted geometry, from the Open Molecules 2025 dataset.

**Lowest unoccupied orbital energy (spin up / spin down)**: 0.0236 / 0.0235 Eh
**DFT total energy**: -383.07760 Eh
**ΔE to the lowest compared entry with this formula, charge and spin**: 80.7 kcal/mol

The geometry in ORCA input format:
```
! RIJCOSX wB97M-V def2-TZVPD def2/J DEFGRID3
* xyz 0 1
C -3.10297 0.83276 -1.55290
C 2.88067 -0.46815 1.43125
C -1.82203 0.48343 -1.70933
N 1.56564 0.03311 1.55076
N 0.72230 -0.51395 0.71420
N -0.51359 -0.15452 0.68463
F -1.42020 -0.69263 -2.10524
H -3.80871 0.08764 -1.80812
H -3.35605 1.83817 -1.19887
H 0.91423 -1.17345 -0.10628
H 2.82721 -1.58406 1.59759
H 3.65396 -0.07522 2.20803
H 3.17595 -0.30121 0.44615
H -0.94406 1.14640 -1.52025
H -0.77235 0.54168 1.36837
*
```


Record 4
The following is a quantum chemistry calculation of one molecule with the formula C5H4O2 at a distorted geometry, from the Open Molecules 2025 dataset.

**Lowest unoccupied orbital energy**: -0.0093 Eh
**DFT total energy**: -343.35334 Eh
**ΔE to the lowest compared entry with this formula, charge and spin**: 24.5 kcal/mol

The geometry in ORCA input format:
```
! RIJCOSX wB97M-V def2-TZVPD def2/J DEFGRID3
* xyz 0 1
O 1.29800 1.66019 1.68137
C 0.53141 1.12440 0.97431
C -0.24952 1.33955 -0.20064
C -0.63479 0.24434 -0.93780
C -0.34460 -1.09478 -0.60289
C 0.26186 -1.37571 0.59484
O 0.32182 -0.49918 1.54639
H -0.40623 2.35641 -0.56788
H -1.10006 0.42059 -1.90499
H -0.52753 -1.88412 -1.31552
H 0.84964 -2.29169 0.73282
*
```


Record 5
The following is a quantum chemistry calculation of C27H45BrN2O2OsP2 as an isolated structure at a distorted geometry, from the Open Molecules 2025 dataset.

**Lowest unoccupied orbital energy (spin up / spin down)**: -0.4045 / -0.4793 Eh
**DFT total energy**: -4661.65512 Eh
**Expectation value of S²**: 6.077
**ΔE to the lowest compared entry with this formula, charge and spin**: 0.0 kcal/mol

The geometry in ORCA input format:
```
! RIJCOSX wB97M-V def2-TZVPD def2/J DEFGRID3
* xyz 4 5
N -7.07680 5.48400 -6.75655
C -6.86696 6.09418 -5.58743
C -6.07819 5.52409 -4.58294
C -5.48318 4.26220 -4.80970
C -5.72718 3.63362 -6.05364
C -6.53185 4.29202 -6.99418
C -4.60472 3.67303 -3.82094
Os -0.68475 -0.23422 0.01416
P 5.91289 -0.89890 -1.05873
C -3.70954 2.69168 -4.10714
C -2.78910 2.18496 -3.13132
C -1.60770 1.54430 -3.56669
C -0.66961 1.12477 -2.64032
C -1.01619 1.20368 -1.27616
C -2.09347 1.99168 -0.81373
C -3.03613 2.38910 -1.75223
Br 1.69976 0.28794 -0.33351
H -4.62164 4.13507 -2.83116
H -3.60958 2.30849 -5.12912
H -5.91108 6.05745 -3.65025
H -5.29834 2.66290 -6.28914
H -7.33707 7.06796 -5.42692
H -6.72146 3.82584 -7.96360
H -1.44532 1.41968 -4.63821
H -3.97433 2.85268 -1.43750
H 0.29007 0.72030 -2.93301
H -2.18818 2.28244 0.23218
P -0.60913 -2.14180 -1.09002
C 5.40867 0.85928 -0.85684
C 6.51796 1.80710 -1.32059
H 5.19346 0.99863 0.21231
H 4.48129 1.01525 -1.42498
H 6.34128 2.81183 -0.92805
H 7.49918 1.47564 -0.96552
H 6.55672 1.87942 -2.41232
C 5.17107 -1.32450 -2.68994
C 5.89862 -2.48517 -3.37283
H 5.25182 -0.41264 -3.30017
H 4.10805 -1.54795 -2.52082
H 5.60661 -2.54153 -4.42524
H 6.98580 -2.35654 -3.33600
H 5.65316 -3.44735 -2.91377
C 4.86013 -1.78541 0.16203
C 5.63963 -2.04252 1.45696
H 4.58469 -2.73865 -0.31491
H 3.94566 -1.19986 0.33804
H 5.11335 -2.77290 2.07998
H 6.63706 -2.44242 1.23644
H 5.76983 -1.12938 2.04864
C -0.42842 -3.53485 0.10808
C -1.55904 -4.55656 0.18343
H -0.28222 -3.05344 1.08863
H 0.51732 -4.02051 -0.17205
H -2.46065 -4.13107 0.63734
H -1.81747 -4.97661 -0.79428
H -1.23924 -5.39046 0.81972
C 0.62217 -2.48622 -2.39787
C 0.15094 -2.49747 -3.84433
H 1.06474 -3.45355 -2.12584
H 1.40081 -1.72574 -2.24466
H -0.48835 -3.36066 -4.06092
H -0.38851 -1.58440 -4.12094
H 1.03130 -2.56961 -4.49455
C -2.29826 -2.21375 -1.77574
C -3.21372 -1.44787 -0.83968
H -2.57148 -3.27037 -1.88154
H -2.26092 -1.77128 -2.78356
H -3.97464 -0.90118 -1.40752
H -3.70998 -2.08989 -0.10390
H -2.62808 -0.66433 -0.24846
N -2.24742 1.65800 3.92085
C -2.62576 0.22287 3.71220
C -1.90022 -0.28020 2.47835
O -1.90984 -1.48158 2.14683
O -1.30428 0.66044 1.81571
H -1.25910 1.72042 4.20173
H -2.80905 2.09301 4.66023
H -2.35366 2.22022 3.05857
H -2.36335 -0.34710 4.60257
H -3.70708 0.16987 3.56747
*
```


Record 6
The following is a quantum chemistry calculation of one molecule with the formula C5H10O2, from the Open Molecules 2025 dataset.

**Lowest unoccupied orbital energy**: 0.0321 Eh
**DFT total energy**: -346.97503 Eh
**ΔE to the lowest compared entry with this formula, charge and spin**: 31.6 kcal/mol

The geometry in ORCA input format:
```
! RIJCOSX wB97M-V def2-TZVPD def2/J DEFGRID3
* xyz 0 1
C -0.80124 1.55505 -0.83045
C 0.17476 0.99121 0.18056
O -0.50214 0.52785 1.35252
C -0.65125 -0.87506 1.23007
C 0.67827 -1.34074 0.63289
C 1.01396 -0.21461 -0.36141
O 0.75601 -0.55021 -1.71373
H -1.40344 2.33359 -0.35726
H -1.48616 0.78567 -1.20071
H -0.28942 1.98442 -1.69418
H 0.83915 1.79114 0.51437
H -1.50107 -1.13772 0.57668
H -0.84688 -1.27408 2.22790
H 1.43633 -1.38291 1.42239
H 0.63852 -2.31710 0.13727
H 2.08038 0.02136 -0.34056
H -0.13579 -0.89785 -1.77633
*
```


Record 7
The following is a quantum chemistry calculation of a 2-piece molecular cluster, C7H16N3 overall at a distorted geometry, from the Open Molecules 2025 dataset.

**Lowest unoccupied orbital energy**: -0.1004 Eh
**DFT total energy**: -440.28415 Eh
**ΔE to the lowest compared entry with this formula, charge and spin**: 61.3 kcal/mol

The geometry in ORCA input format:
```
! RIJCOSX wB97M-V def2-TZVPD def2/J DEFGRID3
* xyz 1 1
C 0.90438 -0.18994 1.40875
C 1.75506 -0.43863 -0.89870
C 1.75856 -0.50449 2.55169
C 1.33972 -1.72920 -1.34570
C 2.54237 0.40160 -1.82136
C -3.59437 -0.08636 -0.30869
C -2.84027 2.10855 0.06523
N 1.43242 -0.01348 0.22045
N -0.35637 -0.03033 1.67485
N -2.63850 0.73852 -0.23454
H 2.77369 -0.75964 2.06288
H 1.31849 -1.27344 3.11977
H 1.80811 0.27202 3.27065
H 2.21152 -2.36321 -1.75645
H 0.56903 -1.67233 -2.06607
H 0.85821 -2.38337 -0.62028
H 3.37585 0.54142 -1.21993
H 2.03918 1.33171 -1.85952
H 2.64952 0.04384 -2.83480
H -1.14101 0.08596 1.00821
H -4.57568 0.30767 -0.44268
H -3.31431 -1.08998 -0.18487
H -3.48579 2.50185 -0.82706
H -3.29670 2.18995 1.00458
H -1.89470 2.66944 0.16106
H -0.60450 -0.07156 2.70090
*
```


Q: Among the records above, which one has the highest DFT total energy?
A: C5H4O2


Q: Look up the DFT total energy of the third one.
A: -383.07760 Eh


Q: Which of these has the lowest DFT total energy?
A: C27H45BrN2O2OsP2


Q: Look up the DFT total energy of the fifth one.
A: -4661.65512 Eh